*A*
78
Properties=species:S:1:pos:R:3:lowdin_spin:R:1 method="wB97M-V/def2-TZVPD" multiplicity=2 total_charge=0 homo_ev="-8.488 / -8.485" orbital_gap_ev="6.706 / 5.960"
Mg 2.436 -1.045 0.590 0.00
F 2.390 3.153 -0.151 0.00
C 2.063 3.127 1.135 0.00
F 0.864 3.717 1.281 0.00
F 2.961 3.792 1.839 0.00
S 1.905 1.404 1.763 0.00
O 1.029 0.761 0.790 0.00
O 1.480 1.520 3.117 0.00
N 3.382 0.910 1.502 0.00
S 4.452 -0.096 2.139 0.00
O 4.090 -1.451 1.727 0.00
O 5.771 0.348 1.873 0.00
C 4.261 -0.019 3.983 0.00
F 4.197 1.256 4.347 0.00
F 3.176 -0.656 4.387 0.00
F 5.332 -0.580 4.529 0.00
S -0.268 -2.144 -2.168 0.47
C -0.578 -0.550 -1.771 0.03
N -0.203 0.532 -2.394 -0.01
C -0.406 1.842 -1.775 0.00
C -1.682 1.865 -0.968 0.00
N -1.746 0.713 -0.060 -0.01
C -2.473 0.888 1.205 0.01
C -3.953 1.070 0.969 0.00
C -4.545 2.303 1.207 0.00
C -5.899 2.495 0.965 0.00
C -6.667 1.449 0.477 0.00
C -6.080 0.213 0.236 0.00
C -4.730 0.022 0.482 0.00
C -1.301 -0.452 -0.463 0.03
S -1.399 -1.943 0.267 0.41
C 0.575 0.492 -3.647 0.02
C -0.263 0.968 -4.802 0.00
C -0.033 2.213 -5.372 0.00
C -0.824 2.665 -6.421 0.00
C -1.852 1.870 -6.903 0.00
C -2.085 0.621 -6.340 0.00
C -1.294 0.171 -5.296 0.00
H -0.465 2.582 -2.572 0.00
H 0.465 2.053 -1.153 0.00
H -2.567 1.857 -1.609 0.00
H -1.711 2.769 -0.361 0.00
H -2.058 1.777 1.682 0.00
H -2.239 0.033 1.837 0.01
H -3.947 3.122 1.592 0.00
H -6.351 3.459 1.159 0.00
H -7.722 1.593 0.287 0.00
H -6.680 -0.607 -0.138 0.00
H -4.280 -0.946 0.302 0.00
H 0.940 -0.526 -3.774 0.01
H 1.452 1.124 -3.497 0.00
H 0.785 2.825 -5.007 0.00
H -0.630 3.633 -6.865 0.00
H -2.467 2.216 -7.723 0.00
H -2.879 -0.006 -6.724 0.00
H -1.468 -0.810 -4.868 0.00
O 1.734 -2.885 0.201 0.00
N 1.477 -3.540 1.269 0.00
N 1.292 -2.797 2.287 0.00
O 1.302 -1.488 2.215 0.00
C 0.968 -3.416 3.542 0.00
C 0.510 -2.596 4.561 0.00
C 0.182 -3.170 5.782 0.00
C 0.313 -4.535 5.976 0.00
C 0.782 -5.337 4.943 0.00
C 1.117 -4.786 3.717 0.00
H 0.429 -1.533 4.390 0.00
H -0.174 -2.539 6.587 0.00
H 0.060 -4.975 6.932 0.00
H 0.898 -6.403 5.093 0.00
H 1.493 -5.400 2.913 0.00
F 2.524 -0.302 -1.269 0.00
P 3.982 -0.611 -2.231 0.00
F 4.784 0.141 -1.069 0.00
F 3.696 0.799 -2.940 0.00
F 3.017 -1.335 -3.289 0.00
F 5.275 -0.907 -3.075 0.00
F 4.077 -1.978 -1.384 0.00



*B*
78
Properties=species:S:1:pos:R:3:lowdin_spin:R:1 method="wB97M-V/def2-TZVPD" multiplicity=2 total_charge=0 homo_ev="-8.030 / -8.039" orbital_gap_ev="6.148 / 5.554"
Mg 0.947 1.842 1.368 0.00
F -1.786 0.386 5.797 0.00
C -0.832 -0.146 5.044 0.00
F 0.212 -0.453 5.808 0.00
F -1.293 -1.254 4.474 0.00
S -0.301 1.087 3.770 0.00
O 0.745 0.434 2.979 0.00
O 0.029 2.265 4.483 0.00
N -1.571 1.241 2.807 0.00
S -1.599 0.376 1.472 0.00
O -0.632 0.823 0.452 0.00
O -1.685 -1.047 1.631 0.00
C -3.270 0.885 0.865 0.00
F -3.477 0.257 -0.305 0.00
F -3.358 2.186 0.675 0.00
F -4.194 0.487 1.728 0.00
S 1.787 -1.801 0.045 0.43
C 0.435 -1.945 -0.921 0.03
N -0.633 -2.690 -0.762 -0.01
C -1.801 -2.486 -1.620 0.00
C -1.372 -2.103 -3.016 0.00
N -0.433 -0.981 -2.977 -0.01
C -0.475 0.021 -4.055 0.02
C -1.808 0.720 -4.099 0.00
C -2.720 0.466 -5.116 0.00
C -3.948 1.113 -5.126 0.00
C -4.263 2.014 -4.121 0.00
C -3.350 2.274 -3.107 0.00
C -2.126 1.628 -3.093 0.00
C 0.501 -0.967 -2.056 0.03
S 1.816 0.034 -1.889 0.44
C -0.767 -3.666 0.327 0.02
C -0.761 -5.069 -0.220 0.00
C -1.900 -5.859 -0.137 0.00
C -1.905 -7.143 -0.668 0.00
C -0.771 -7.638 -1.289 0.00
C 0.372 -6.852 -1.375 0.00
C 0.377 -5.574 -0.843 0.00
H -2.425 -1.710 -1.167 0.00
H -2.361 -3.420 -1.645 0.00
H -2.237 -1.798 -3.601 0.00
H -0.885 -2.946 -3.517 0.00
H -0.243 -0.479 -4.999 0.00
H 0.323 0.735 -3.845 0.01
H -2.465 -0.228 -5.909 0.00
H -4.654 0.918 -5.923 0.00
H -5.217 2.523 -4.132 0.00
H -3.583 2.990 -2.330 0.00
H -1.410 1.848 -2.308 0.00
H -1.695 -3.442 0.850 0.00
H 0.052 -3.488 1.025 0.01
H -2.785 -5.473 0.355 0.00
H -2.795 -7.753 -0.593 0.00
H -0.772 -8.637 -1.704 0.00
H 1.262 -7.241 -1.852 0.00
H 1.273 -4.967 -0.901 0.00
O 2.720 0.980 0.782 0.01
N 3.769 1.457 1.353 0.00
N 3.530 2.454 2.095 0.00
O 2.340 2.943 2.285 0.00
C 4.628 3.087 2.773 0.00
C 4.326 3.981 3.787 0.00
C 5.368 4.611 4.450 0.00
C 6.684 4.352 4.100 0.00
C 6.964 3.453 3.079 0.00
C 5.939 2.814 2.402 0.00
H 3.292 4.169 4.032 0.00
H 5.144 5.312 5.243 0.00
H 7.492 4.854 4.615 0.00
H 7.989 3.251 2.798 0.00
H 6.142 2.118 1.604 0.00
F 1.037 3.047 -0.367 0.00
P 0.005 4.339 -0.054 0.00
F 1.228 5.120 0.580 0.00
F -0.228 3.545 1.446 0.00
F -1.197 3.428 -0.625 0.00
F -1.020 5.461 0.385 0.00
F 0.275 4.933 -1.498 0.00



Energies relative to the most stable structure, in hartree: *A* 0.0088; *B* 0.0000.



*A*
18
Properties=species:S:1:pos:R:3:nbo_charge:R:1 method="wB97M-V/def2-TZVPD" multiplicity=1 total_charge=+1 homo_ev=-13.993 orbital_gap_ev=7.602
C 1.058 -2.923 0.044 -0.34
C 0.196 -2.042 -0.352 -0.18
C -1.521 1.301 -0.605 -0.61
C 0.827 0.523 -0.336 -0.09
C -0.224 1.452 0.114 -0.15
N -0.431 1.562 1.533 -0.81
Br 2.471 0.508 0.516 0.28
H 0.692 -3.864 -0.055 0.25
H 2.011 -2.619 0.498 0.24
H -0.760 -2.231 -0.772 0.24
H -2.147 0.513 -0.117 0.23
H -1.313 1.169 -1.739 0.23
H -2.058 2.212 -0.581 0.26
H 0.997 0.528 -1.467 0.27
H 0.316 2.214 -0.355 0.27
H -1.188 0.999 1.848 0.40
H 0.489 1.593 2.079 0.40
H 0.584 -0.895 -0.253 0.11



*B*
18
Properties=species:S:1:pos:R:3:nbo_charge:R:1 method="wB97M-V/def2-TZVPD" multiplicity=1 total_charge=+1 homo_ev=-13.571 orbital_gap_ev=10.220
C 0.269 -2.028 -1.120 -0.45
C 0.456 -1.412 0.051 0.11
C 1.233 -1.786 1.275 -0.70
C -0.626 2.658 -0.276 -0.45
C -0.512 0.215 0.383 -0.17
N -0.303 1.245 -0.632 -0.55
Br -2.385 -0.298 0.210 0.08
H -0.450 -1.943 -1.944 0.25
H 0.901 -2.956 -1.164 0.24
H 1.732 -2.800 0.990 0.26
H 0.470 -1.837 2.104 0.24
H 1.956 -1.027 1.722 0.25
H -0.573 3.358 -1.072 0.26
H -1.702 2.786 -0.134 0.25
H -0.151 2.993 0.605 0.24
H -0.322 0.421 1.398 0.24
H 0.691 1.509 -0.863 0.46
H -0.682 0.901 -1.533 0.46



Energies relative to the most stable structure, in hartree: *A* 0.0603; *B* 0.0000.



*A*
96
Properties=species:S:1:pos:R:3:lowdin_charge:R:1 method="wB97M-V/def2-TZVPD" multiplicity=1 smiles=CC(C)O.CC(C)O.CC(C)O.CC(C)O.CC(C)O.CC(C)O.CC(C)O.CO.CO total_charge=0 homo_ev=-9.664 orbital_gap_ev=9.869
C -0.552 -4.736 3.640 -0.05
C 0.774 -4.906 2.908 -0.44
C 1.309 -3.619 2.299 -0.06
O 1.800 -5.512 3.775 -0.08
H -0.845 -5.678 4.114 0.08
H -1.319 -4.485 2.925 0.06
H -0.489 -3.964 4.380 0.06
H 0.649 -5.609 2.083 0.14
H 1.604 -2.911 3.087 0.09
H 0.632 -3.118 1.623 0.05
H 2.197 -3.816 1.702 0.06
H 1.994 -4.988 4.578 0.09
C -3.928 -3.803 0.779 -0.07
C -2.922 -3.388 -0.229 -0.45
C -3.361 -2.141 -0.965 -0.07
O -1.590 -3.177 0.417 -0.10
H -4.911 -4.083 0.413 0.08
H -4.015 -3.101 1.605 0.08
H -3.528 -4.698 1.235 0.07
H -2.700 -4.205 -0.930 0.14
H -2.626 -1.908 -1.774 0.08
H -3.414 -1.204 -0.377 0.07
H -4.335 -2.228 -1.481 0.08
H -1.738 -2.456 1.053 0.02
C 3.960 3.736 -1.634 -0.04
C 4.016 2.271 -1.339 -0.43
C 3.243 1.905 -0.089 -0.03
O 3.385 1.551 -2.440 -0.09
H 4.459 4.360 -0.909 0.09
H 2.948 4.103 -1.770 0.08
H 4.438 3.944 -2.564 0.07
H 5.021 1.885 -1.273 0.14
H 3.380 0.838 0.102 0.08
H 2.162 2.075 -0.156 0.07
H 3.586 2.457 0.789 0.10
H 3.988 1.613 -3.183 0.11
C 4.451 -3.142 -0.860 -0.06
C 4.503 -1.791 -1.495 -0.53
C 5.176 -1.787 -2.839 -0.06
O 3.182 -1.298 -1.595 -0.07
H 3.851 -3.874 -1.415 0.09
H 4.030 -3.107 0.163 0.08
H 5.446 -3.545 -0.704 0.08
H 4.991 -1.034 -0.809 0.15
H 6.203 -2.119 -2.825 0.07
H 5.134 -0.772 -3.310 0.08
H 4.681 -2.464 -3.547 0.09
H 3.269 -0.410 -1.990 0.04
C -0.386 5.151 -1.806 -0.05
C -0.083 4.412 -0.475 -0.48
C -0.821 5.003 0.682 -0.06
O -0.546 3.077 -0.524 -0.10
H -1.447 5.111 -2.093 0.09
H 0.151 4.804 -2.683 0.06
H -0.108 6.191 -1.709 0.07
H 1.007 4.415 -0.294 0.13
H -1.897 5.049 0.452 0.09
H -0.453 6.011 0.903 0.09
H -0.616 4.404 1.536 0.07
H -0.178 2.651 -1.349 0.06
C -5.155 1.055 1.614 -0.06
C -4.380 1.640 2.732 -0.50
C -3.212 2.555 2.222 -0.04
O -5.191 2.399 3.579 -0.05
H -4.538 0.462 0.936 0.06
H -5.720 1.768 0.993 0.09
H -5.926 0.352 1.963 0.09
H -3.937 0.845 3.323 0.11
H -3.560 3.522 1.838 0.08
H -2.711 2.046 1.407 0.06
H -2.467 2.687 3.018 0.09
H -4.954 3.343 3.522 0.09
C 0.447 -0.190 -3.767 -0.04
C 0.003 1.278 -3.746 -0.45
C -1.456 1.408 -3.405 -0.06
O 0.690 2.045 -2.729 -0.10
H -0.204 -0.791 -4.435 0.09
H 0.348 -0.660 -2.785 0.07
H 1.453 -0.335 -4.157 0.07
H 0.216 1.769 -4.732 0.15
H -1.714 2.474 -3.291 0.08
H -1.651 0.925 -2.430 0.09
H -2.101 0.982 -4.181 0.09
H 1.648 1.909 -2.708 0.05
C -1.793 -1.181 3.638 -0.14
O -1.944 -1.058 2.241 -0.15
H -0.731 -1.260 3.926 0.09
H -2.251 -0.302 4.123 0.07
H -2.294 -2.046 4.054 0.07
H -1.396 -0.267 2.009 0.07
C 0.401 -0.189 0.144 -0.15
O -0.019 0.783 1.068 -0.13
H 1.019 -0.917 0.641 0.08
H -0.446 -0.742 -0.307 0.08
H 1.017 0.187 -0.667 0.05
H -0.301 1.566 0.544 0.05



*B*
96
Properties=species:S:1:pos:R:3:lowdin_charge:R:1 method="wB97M-V/def2-TZVPD" multiplicity=1 total_charge=0 homo_ev=-8.637 orbital_gap_ev=8.977
C -1.442 -1.292 3.765 -0.05
C -0.062 -1.020 3.241 -0.32
O 0.776 -2.128 3.510 -0.13
H -2.219 -0.528 3.718 0.07
H -1.343 -1.601 4.806 0.08
H -1.834 -2.181 3.272 0.08
H 0.347 -0.206 3.839 0.10
H 0.042 -0.759 2.188 0.08
H 1.589 -2.044 3.006 -0.04
C -0.832 -3.369 -1.110 -0.09
C -2.211 -2.682 -1.335 -0.30
O -2.589 -3.006 -2.652 -0.08
H -0.958 -4.427 -1.343 0.09
H -0.544 -3.263 -0.064 0.07
H -0.056 -3.099 -1.826 0.07
H -2.173 -1.599 -1.222 0.06
H -2.934 -3.016 -0.591 0.13
H -2.040 -2.405 -3.161 0.01
C 2.482 0.020 2.726 -0.05
C 2.695 -0.698 4.054 -0.21
O 2.789 -2.098 3.822 -0.14
H 1.488 -0.261 2.377 0.03
H 3.321 -0.227 2.075 0.09
H 2.551 1.102 2.841 0.10
H 1.881 -0.516 4.754 0.12
H 3.622 -0.362 4.519 0.13
H 2.313 -2.635 4.461 0.15
C 0.678 -1.384 -0.135 -0.13
C 0.451 0.007 -0.570 -0.26
O -0.527 0.573 0.227 -0.15
H -0.234 -1.964 -0.277 0.02
H 0.903 -1.379 0.932 0.03
H 1.387 -2.016 -0.669 0.08
H 0.220 0.016 -1.635 0.08
H 1.297 0.670 -0.389 0.10
H -0.495 1.530 0.159 -0.32
C 1.121 5.192 -0.144 -0.06
C 2.198 4.255 -0.835 -0.43
C 1.910 2.788 -0.647 -0.08
O 2.329 4.382 -2.247 -0.03
H 0.891 4.848 0.864 0.09
H 0.189 5.248 -0.706 0.00
H 1.618 6.147 0.024 0.08
H 3.146 4.407 -0.319 0.13
H 1.650 2.621 0.399 0.09
H 2.782 2.173 -0.870 0.10
H 1.136 2.292 -1.232 0.06
H 2.226 5.327 -2.382 0.09
C 2.435 -2.482 1.128 -0.09
C 3.930 -2.877 1.401 -0.40
C 4.691 -2.719 0.103 -0.06
O 4.603 -2.101 2.441 -0.08
H 2.430 -1.417 0.897 0.06
H 1.824 -2.594 2.023 0.07
H 2.161 -3.087 0.263 0.09
H 3.950 -3.926 1.696 0.13
H 5.124 -1.719 0.078 0.09
H 4.213 -3.009 -0.832 0.08
H 5.508 -3.438 0.148 0.07
H 4.065 -2.058 3.235 -0.03
C -0.051 -1.163 -3.890 -0.03
C -1.310 -0.289 -3.876 -0.45
C -1.678 0.241 -5.305 -0.01
O -2.339 -0.955 -3.189 -0.09
H 0.870 -0.699 -4.243 0.10
H -0.123 -2.141 -4.365 0.09
H 0.189 -1.390 -2.851 0.04
H -1.046 0.501 -3.172 0.04
H -0.926 0.954 -5.643 0.08
H -2.592 0.818 -5.163 0.07
H -1.897 -0.593 -5.972 0.08
H -3.188 -0.523 -3.310 0.14
C -4.447 0.908 1.900 -0.04
C -3.467 -0.182 1.361 -0.45
C -3.814 -0.575 -0.048 -0.06
O -2.153 0.338 1.331 -0.09
H -5.404 0.387 1.872 0.07
H -4.566 1.708 1.169 0.06
H -4.190 1.395 2.841 0.07
H -3.448 -1.049 2.021 0.11
H -4.777 -1.077 -0.146 0.10
H -3.123 -1.300 -0.477 0.00
H -3.899 0.262 -0.741 0.09
H -1.581 -0.213 0.790 0.03
C -1.231 4.227 -1.142 -0.04
C -1.482 2.804 -0.672 -0.29
C -1.431 1.751 -1.842 -0.03
O -0.440 2.485 0.218 0.06
H -2.001 4.685 -1.762 0.11
H -0.279 4.214 -1.673 0.08
H -1.129 4.857 -0.258 0.08
H -2.435 2.716 -0.150 0.15
H -1.997 2.063 -2.720 0.11
H -1.884 0.799 -1.565 0.08
H -0.424 1.641 -2.243 0.08
H -0.776 2.381 1.111 0.18



Energies relative to the most stable structure, in hartree: *A* 0.0000; *B* 0.6454.